1.
# C38H31BCrO7

A molecular structure, C38H31BCrO7 at a distorted geometry (ωB97M-V/def2-TZVPD, OMol25).

Geometry as XYZ:
```
78
C38H31BCrO7, DFT ωB97M-V/def2-TZVPD
C -0.864 -1.695 6.670
C -1.350 -1.463 5.320
C -2.576 -1.603 4.736
C -2.434 -1.172 3.384
C -1.122 -0.824 3.178
B -0.197 -0.464 1.880
C -1.024 -1.323 0.873
C -0.830 -2.511 0.225
C -1.933 -2.699 -0.679
C -2.780 -1.630 -0.484
C -4.049 -1.220 -1.049
O -2.236 -0.792 0.462
C -0.655 1.017 1.996
C -0.669 1.954 3.003
C -1.183 3.169 2.449
C -1.456 2.911 1.126
C -1.909 3.677 -0.016
O -1.174 1.603 0.866
C 1.100 -0.972 2.616
C 2.079 -0.252 3.259
C 2.990 -1.191 3.832
C 2.494 -2.438 3.538
C 2.905 -3.763 3.948
O 1.363 -2.311 2.760
O -0.478 -1.000 4.388
H -1.608 -2.300 7.191
H 0.092 -2.221 6.699
H -0.752 -0.755 7.219
H -3.484 -1.974 5.215
H -3.222 -1.160 2.640
H 0.055 -3.141 0.299
H -2.059 -3.498 -1.407
H -4.160 -1.646 -2.055
H -4.886 -1.596 -0.438
H -4.116 -0.126 -1.103
H -0.353 1.815 4.032
H -1.348 4.106 2.974
H -2.286 4.651 0.312
H -1.085 3.852 -0.727
H -2.710 3.144 -0.548
H 2.165 0.836 3.270
H 3.860 -0.949 4.432
H 3.957 -3.720 4.245
H 2.336 -4.101 4.825
H 2.785 -4.494 3.145
O 0.485 2.621 -7.520
C 0.401 1.659 -6.870
Cr 0.600 0.080 -5.818
C 1.881 1.095 -4.873
O 2.716 1.799 -4.462
C 2.007 -0.234 -7.070
O 2.894 -0.228 -7.826
C -0.928 -1.284 -6.488
C -1.513 -0.182 -5.846
C -1.103 0.158 -4.544
C -0.242 -0.684 -3.805
C 0.017 -0.392 -2.415
C 0.400 -0.163 -1.268
C 0.960 0.191 -0.046
C 1.605 1.504 -0.056
C 2.648 1.877 0.818
C 3.147 3.181 0.825
C 2.700 4.116 -0.114
C 1.754 3.728 -1.070
C 1.245 2.435 -1.052
C 0.500 -1.634 -4.551
C 0.110 -1.989 -5.856
H -1.238 -1.556 -7.499
H -2.260 0.437 -6.348
H -1.506 1.043 -4.042
H 1.467 -0.585 0.538
H 3.070 1.123 1.480
H 3.919 3.452 1.550
H 3.120 5.122 -0.140
H 1.424 4.409 -1.855
H 0.552 2.099 -1.829
H 1.340 -2.140 -4.068
H 0.636 -2.792 -6.379
```

Summary:
Total energy in eV: -83305.61946
LUMO energy (spin up / spin down) in eV: -10.5 / -10.8
Net charge: +3
Multiplicity: 4
Orbital gap (spin up / spin down) in eV: 5.26 / 4.27
Energy above the lowest of the compared OMol25 structures with the same formula, charge and spin in eV: 0.0000

Here are the Mulliken charges for atoms 1 to 8, given in e:
1 C -1.3223
2 C 0.4121
3 C -1.0677
4 C -1.0348
5 C 1.1379
6 B 0.5540
7 C 0.7363
8 C -0.5327

2.
# C38H31BrFeN7O5S2

A molecular structure, C38H31BrFeN7O5S2 at a distorted geometry (ωB97M-V/def2-TZVPD, OMol25).

Geometry as XYZ:
```
85
C38H31BrFeN7O5S2, DFT ωB97M-V/def2-TZVPD
Fe 0.988 -0.432 0.833
C -6.163 1.459 -0.599
O -4.768 1.279 -0.904
C -3.986 2.271 -1.419
C -4.332 3.619 -1.460
C -3.565 4.396 -2.372
C -2.461 3.915 -3.089
C -1.988 2.643 -2.809
C -2.743 1.854 -1.941
N -2.228 0.585 -1.531
C -1.272 0.641 -0.542
N -1.501 1.441 0.507
C -0.674 1.590 1.672
C 0.205 0.601 2.130
C 0.429 0.356 3.451
C -0.229 1.142 4.374
C -0.725 2.383 3.956
C -1.000 2.610 2.603
O -1.822 3.580 2.073
C -1.870 4.792 2.887
N -0.125 -0.066 -0.648
C 0.444 -0.217 -1.985
C 1.168 0.866 -2.516
C 1.696 0.835 -3.815
C 1.698 -0.318 -4.568
C 1.079 -1.446 -3.949
C 0.321 -1.414 -2.744
O -0.419 -2.563 -2.574
C -1.518 -2.745 -1.662
H -6.422 0.545 -0.017
H -6.697 1.421 -1.554
H -6.385 2.396 -0.046
H -5.117 4.115 -0.842
H -3.837 5.466 -2.447
H -1.955 4.517 -3.835
H -1.192 2.184 -3.385
H -2.133 -0.217 -2.154
H -2.337 2.003 0.509
H 1.051 -0.492 3.764
H -0.327 0.794 5.431
H -1.082 3.089 4.697
H -2.504 5.492 2.306
H -0.854 5.217 3.081
H -2.315 4.604 3.891
H 1.264 1.763 -1.920
H 2.060 1.785 -4.218
H 2.137 -0.435 -5.555
H 1.097 -2.796 -5.490
H -2.401 -2.892 -2.315
H -1.655 -1.890 -0.998
H -1.309 -3.681 -1.101
Br 7.526 2.958 0.529
C 6.080 1.873 1.055
C 4.767 2.315 0.852
C 3.663 1.548 1.222
C 3.831 0.244 1.640
C 5.165 -0.193 1.897
C 6.244 0.586 1.602
N 2.771 -0.676 1.709
C 2.922 -1.947 2.130
C 1.749 -2.725 2.268
C 1.598 -3.933 2.942
C 0.327 -4.474 3.116
C -0.749 -3.930 2.350
C -0.528 -2.759 1.664
N 0.711 -2.212 1.597
H 4.663 3.345 0.502
H 2.709 2.033 1.209
H 5.390 -1.180 2.314
H 7.253 0.185 1.766
H 3.870 -2.338 2.517
H 2.519 -4.403 3.361
H 0.162 -5.287 3.788
H -1.755 -4.342 2.438
H -1.338 -2.323 1.086
S 3.084 -2.779 -1.153
C 2.210 -4.103 -1.524
S 1.245 -5.093 -0.551
C 2.489 -4.446 -3.023
C 2.077 -3.714 -4.043
N 1.382 -2.751 -4.513
C 3.237 -5.578 -3.377
N 3.949 -6.449 -3.704
O -5.880 -2.214 2.507
O -7.066 -1.883 2.663
```

Summary:
Total energy in eV: -186664.12092
LUMO energy (spin up / spin down) in eV: -0.2 / -2.6
Net charge: 0
Multiplicity: 6
Orbital gap (spin up / spin down) in eV: 5.37 / 4.59
Energy above the lowest of the compared OMol25 structures with the same formula, charge and spin in eV: 5.4105

Here are the Mulliken charges for atoms 1 to 8, given in e:
1 Fe -0.9653
2 C -0.7414
3 O -0.2840
4 C 0.3504
5 C -0.7575
6 C -0.5636
7 C -0.8142
8 C 0.2302